{
  "formula": "C5H8N2O3",
  "method": "ωB97M-V/def2-TZVPD",
  "orbital_gap_ev": [8.5, 8.5],
  "homo_ev": [-9.35, -9.36],
  "lumo_ev": [-0.885, -0.886],
  "elements": ["C", "C", "C", "C", "C", "N", "N", "O", "O", "O", "H", "H", "H", "H", "H", "H", "H", "H"],
  "xyz": [[-0.38506, -2.18545, 0.17481], [2.33542, 0.21904, -0.21634], [1.08424, 1.05973, -0.19081], [-1.49934, 0.33344, -0.85341], [-0.11195, 0.16437, 0.21017], [0.29822, -1.18634, 0.20771], [-0.71438, 0.53734, 1.47868], [2.07205, -1.04385, -0.20906], [3.43421, 0.64716, -0.52181], [-2.53982, -0.49038, -0.50562], [-0.08100, -3.28602, 0.14361], [1.29589, 1.95007, 0.44516], [0.91298, 1.49384, -1.28685], [-1.16884, 0.10023, -1.94208], [-1.86680, 1.35897, -0.68815], [-0.60007, 1.51346, 1.55915], [-0.12145, 0.16061, 2.24285], [-2.34431, -1.34620, -0.04800]]
}

{
  "formula": "C41H37F5P2STi",
  "method": "ωB97M-V/def2-TZVPD",
  "orbital_gap_ev": [6.2, 5.2],
  "homo_ev": [-6.29, -6.28],
  "s_squared": 2.019,
  "lumo_ev": [-0.050, -1.080],
  "multiplicity": 3,
  "elements": ["Ti", "C", "C", "C", "C", "C", "C", "C", "C", "C", "H", "H", "H", "H", "H", "H", "H", "H", "H", "H", "H", "H", "H", "H", "H", "P", "P", "C", "C", "C", "C", "C", "C", "C", "C", "C", "C", "C", "C", "C", "C", "C", "C", "C", "C", "C", "C", "C", "C", "C", "C", "C", "C", "H", "H", "H", "H", "H", "H", "H", "H", "H", "H", "H", "H", "H", "H", "H", "H", "H", "H", "H", "H", "H", "H", "F", "C", "C", "F", "C", "F", "C", "S", "C", "F", "C", "F"],
  "xyz": [[-0.56478, -0.34729, -4.45058], [-2.05561, 0.59538, -5.41540], [-2.20824, -0.83706, -5.48446], [-1.59567, -1.69734, -6.55887], [-0.08365, -1.48382, -6.87373], [0.74744, -0.84033, -5.79409], [0.79306, 0.56647, -5.52692], [0.10950, 1.60452, -6.39212], [-1.42017, 1.40760, -6.52255], [2.96901, 0.32303, 0.51728], [-2.72400, 1.14726, -4.74817], [-3.08625, -1.25554, -4.99927], [-2.16216, -1.56324, -7.49997], [-1.74651, -2.75765, -6.29331], [0.37056, -2.47256, -7.07277], [0.02042, -0.93252, -7.82271], [1.54028, -1.46776, -5.37426], [1.57975, 0.94953, -4.86922], [0.55902, 1.62275, -7.40485], [0.29447, 2.61437, -5.98144], [-1.88461, 2.41057, -6.53446], [-1.64847, 0.96546, -7.50457], [2.18506, 1.02304, 0.83344], [3.92023, 0.55436, 1.01442], [2.66495, -0.70120, 0.76773], [-2.52614, -0.73253, -1.70291], [3.19609, 0.41077, -1.23778], [0.81607, -0.64569, -2.64071], [1.63408, 0.32597, -2.21271], [-3.50664, -2.18854, -1.63755], [-3.50914, -3.15229, -2.67495], [-4.14977, -4.36548, -2.45057], [-4.72095, -4.64278, -1.19883], [-4.66249, -3.70408, -0.15640], [-4.03712, -2.48029, -0.35859], [-3.72203, 0.53021, -2.05497], [-3.31165, 1.84809, -1.70949], [-4.11520, 2.92043, -2.02620], [-5.33456, 2.71866, -2.69200], [-5.74016, 1.42503, -3.04214], [-4.92776, 0.33400, -2.75823], [4.42214, -0.80849, -1.73600], [4.04446, -2.14639, -1.94580], [5.02346, -3.11232, -2.18544], [6.37337, -2.74750, -2.24455], [6.74884, -1.41508, -2.04637], [5.78139, -0.44778, -1.77480], [3.73883, 2.02920, -1.80249], [3.21753, 3.16347, -1.15645], [3.14748, 4.37722, -1.84163], [3.62794, 4.47164, -3.15346], [4.19187, 3.35206, -3.77833], [4.26530, 2.13541, -3.10530], [0.73513, -1.61913, -2.13953], [1.32071, 1.36338, -2.45880], [-3.01284, -2.93076, -3.62187], [-4.20795, -5.09962, -3.25589], [-5.21800, -5.59934, -1.03089], [-5.10735, -3.91909, 0.81354], [-3.94746, -1.73337, 0.43089], [-2.35474, 1.97652, -1.19213], [-3.78809, 3.92739, -1.73611], [-5.96355, 3.57918, -2.93134], [-6.69917, 1.26270, -3.53810], [-5.21965, -0.67773, -3.05886], [2.98560, -2.41291, -1.91060], [4.72566, -4.15372, -2.32126], [7.13374, -3.50762, -2.44184], [7.80121, -1.12764, -2.09868], [6.07338, 0.58720, -1.58689], [2.83174, 3.07691, -0.13926], [2.68812, 5.24343, -1.35907], [3.53992, 5.41138, -3.69962], [4.55326, 3.42516, -4.80778], [4.70067, 1.26178, -3.59971], [-1.88146, -0.93619, 5.00904], [-1.46491, -0.27713, 3.91152], [-1.36476, 1.11853, 3.93320], [-1.65538, 1.79719, 5.06472], [-0.96248, 1.80003, 2.79092], [-0.84747, 3.14523, 2.82666], [-0.63178, 1.12721, 1.58371], [-0.19522, 1.97117, 0.20547], [-0.67844, -0.29116, 1.64145], [-0.23178, -0.99606, 0.57546], [-1.12375, -0.98034, 2.75624], [-1.22670, -2.32784, 2.73019]]
}

{
  "formula": "C7H21BBaF4OP2",
  "method": "ωB97M-V/def2-TZVPD",
  "orbital_gap_ev": 6.8,
  "homo_ev": -7.37,
  "lumo_ev": -0.582,
  "elements": ["Ba", "H", "H", "P", "P", "C", "H", "H", "H", "C", "H", "H", "H", "C", "H", "H", "H", "C", "H", "H", "H", "C", "H", "H", "H", "C", "H", "H", "H", "C", "O", "H", "F", "B", "F", "F", "F"],
  "xyz": [[0.63271, -0.24641, -0.93090], [3.22828, -0.68285, -1.61318], [3.01411, -1.40201, -1.61624], [0.60855, 2.62979, -0.11840], [-1.17605, -2.44995, -0.03868], [-1.10661, -3.43249, 1.48643], [-1.69498, -4.35283, 1.41127], [-0.04331, -3.66199, 1.68612], [-1.43664, -2.80353, 2.33326], [-2.93201, -2.41172, -0.55456], [-2.96050, -1.88384, -1.52917], [-3.38816, -3.40587, -0.64377], [-3.48562, -1.79559, 0.17413], [-0.42324, -3.53770, -1.31655], [0.62880, -3.73356, -1.04898], [-0.98582, -4.47312, -1.39238], [-0.43969, -3.00526, -2.28809], [-0.83034, 3.70612, -0.46816], [-0.56827, 4.76301, -0.60863], [-1.30617, 3.30262, -1.38410], [-1.54995, 3.59229, 0.35990], [1.45820, 3.36614, 1.31028], [2.44173, 2.87146, 1.40464], [1.58062, 4.44743, 1.20148], [0.89819, 3.10665, 2.22606], [1.71826, 2.99654, -1.53708], [1.26041, 2.57996, -2.45592], [1.85413, 4.07770, -1.64288], [2.68895, 2.49684, -1.37643], [2.11852, -0.70694, 1.91075], [2.70130, -0.89592, 2.87936], [-1.21605, 0.45486, -2.46354], [-0.25116, 0.09843, 1.99662], [-0.36614, 0.13376, 3.53248], [-1.68625, 0.56313, 3.71297], [-0.15596, -1.18103, 4.01116], [0.57966, 1.05356, 4.02124]]
}